Computed, not measured: one molecule with the formula C2H4NOP in a non-equilibrium geometry, with wB97M-V/def2-TZVPD.

Results
Structure (SMILES) ... C1=NO[PH2]=C1
HOMO-LUMO gap ... 8.540 eV
E ... -14961.9904 eV

Last column: natural (NBO) charge in e.
Geometry (Å):
C1 -1.370 -1.138 -0.118  0.02
N1 -2.197 -0.160 -0.178  -0.18
O1 -1.447 1.082 -0.186  -0.67
P1 0.118 0.853 -0.125  1.40
C2 0.007 -0.866 -0.011  -0.91
H1 -1.767 -2.139 -0.113  0.23
H2 0.782 1.628 -1.149  -0.06
H3 0.528 1.600 0.988  -0.08
H4 0.827 -1.542 -0.128  0.25

=====

Computed, not measured: a 17-piece molecular cluster, C68H177N11O24 overall in a non-equilibrium geometry, with wB97M-V/def2-TZVPD.

Results
HOMO-LUMO gap ... 8.809 eV
E ... -138909.7516 eV

Last column: Mulliken charge in e.
Geometry (Å):
C1 18.143 22.006 13.787  0.30
O1 17.590 22.165 12.656  -0.81
N1 17.422 21.745 14.868  1.69
N2 19.471 21.980 13.949  2.46
H1 17.786 21.534 15.763  -1.44
H2 16.444 21.568 14.749  -0.44
H3 19.988 22.294 13.122  -1.08
H4 19.877 22.083 14.863  -0.65
C2 23.170 26.657 17.595  -0.06
O2 22.417 27.407 17.061  -0.38
N3 23.594 25.548 16.914  1.64
N4 23.603 26.879 18.933  -0.51
H5 23.458 25.709 15.943  -0.66
H6 24.456 25.087 17.160  -0.50
H7 22.983 27.582 19.334  0.48
H8 23.584 25.968 19.399  -0.09
C3 15.092 18.782 13.698  -1.07
C4 14.024 19.734 14.217  0.59
C5 12.914 18.918 14.816  -1.38
O3 14.485 20.674 15.292  -0.16
H9 14.517 17.949 13.251  0.44
H10 15.670 18.318 14.503  0.10
H11 15.744 19.344 13.018  0.18
H12 13.649 20.424 13.441  0.30
H13 13.375 18.197 15.465  0.28
H14 12.223 18.410 14.109  0.39
H15 12.292 19.577 15.418  0.33
H16 13.714 21.254 15.494  0.02
C6 11.560 23.863 18.032  -1.22
C7 12.369 22.602 17.678  2.21
C8 11.939 21.404 18.534  -1.54
O4 12.329 22.449 16.264  -0.59
H17 11.668 24.134 19.094  0.22
H18 10.496 23.745 17.728  0.39
H19 11.899 24.658 17.387  0.34
H20 13.453 22.810 17.789  -1.25
H21 11.888 21.693 19.577  0.43
H22 12.681 20.604 18.432  0.23
H23 10.950 21.021 18.309  0.39
H24 11.420 22.397 15.981  0.27
C9 13.692 25.029 21.423  -1.39
C10 14.405 25.987 20.498  0.70
C11 15.646 25.411 19.895  0.37
O5 13.583 26.310 19.385  -0.60
H25 14.073 25.123 22.445  0.39
H26 13.784 23.998 21.056  0.11
H27 12.638 25.324 21.491  0.40
H28 14.620 26.914 21.056  0.29
H29 16.453 25.293 20.623  0.66
H30 16.058 25.974 19.014  -0.38
H31 15.374 24.413 19.546  -0.81
H32 14.138 26.685 18.704  0.44
C12 18.268 28.385 19.185  -1.06
C13 19.656 27.845 19.105  0.55
C14 19.677 26.462 18.544  0.32
O6 20.378 28.704 18.305  -0.64
H33 17.588 28.023 19.990  0.32
H34 17.859 28.121 18.220  -0.07
H35 18.245 29.486 19.239  0.48
H36 20.184 27.781 20.078  0.11
H37 19.407 26.559 17.485  0.15
H38 18.904 25.834 19.005  0.10
H39 20.615 25.957 18.625  -0.62
H40 21.049 28.204 17.838  0.19
C15 25.388 24.047 10.125  -1.20
C16 25.060 22.847 9.304  1.33
C17 24.157 23.223 8.115  -1.21
O7 26.264 22.176 8.825  -0.62
H41 25.950 24.763 9.513  0.50
H42 26.072 23.666 10.925  0.29
H43 24.498 24.546 10.484  0.15
H44 24.557 22.052 9.834  -0.37
H45 24.660 23.975 7.509  0.35
H46 23.167 23.619 8.457  0.11
H47 23.794 22.396 7.476  0.35
H48 27.042 22.706 8.620  0.31
C18 17.411 19.707 22.722  -1.68
C19 16.866 20.506 21.569  1.44
C20 16.289 21.793 22.060  -1.49
O8 17.873 20.667 20.593  0.79
H49 17.889 18.767 22.456  0.23
H50 16.696 19.481 23.492  0.50
H51 18.182 20.325 23.234  0.24
H52 16.048 19.973 21.090  0.07
H53 15.528 21.649 22.831  0.52
H54 15.919 22.402 21.245  0.05
H55 17.068 22.372 22.525  0.17
H56 17.605 20.974 19.695  -0.47
C21 20.921 19.040 19.139  0.59
C22 20.787 18.943 20.627  0.78
C23 22.072 18.448 21.322  -1.92
O9 20.459 20.270 21.071  -0.07
H57 21.588 19.874 19.034  -0.65
H58 20.010 19.228 18.576  -0.60
H59 21.455 18.179 18.736  0.76
H60 19.983 18.222 20.848  -0.07
H61 22.522 17.603 20.808  0.41
H62 21.773 18.154 22.333  0.46
H63 22.806 19.249 21.410  0.33
H64 19.513 20.443 20.962  -0.12
C24 21.725 18.181 15.374  -1.05
C25 20.384 17.617 15.856  0.83
C26 19.307 18.664 15.860  -0.44
O10 20.066 16.505 14.969  -0.64
H65 21.860 19.116 15.941  -0.50
H66 21.773 18.399 14.303  0.65
H67 22.537 17.542 15.741  0.67
H68 20.390 17.148 16.861  -0.24
H69 19.573 19.442 16.582  -0.48
H70 18.333 18.244 16.105  0.17
H71 19.198 19.074 14.876  0.60
H72 20.896 16.027 14.886  0.39
C27 20.299 23.048 22.912  -0.46
O11 21.246 24.061 22.573  -0.49
C28 21.758 23.950 21.263  1.14
C29 23.260 23.692 21.372  -1.21
N5 23.984 23.775 20.115  0.77
C30 25.420 23.739 20.317  -0.90
C31 26.249 23.631 19.065  -0.73
O12 25.823 22.468 18.300  0.08
C32 26.508 22.483 17.043  -0.61
H73 19.299 23.157 22.387  0.11
H74 20.020 23.120 23.982  0.37
H75 20.605 22.008 22.770  0.14
H76 21.549 24.866 20.747  -0.18
H77 21.276 23.100 20.767  -0.31
H78 23.532 22.780 21.950  0.26
H79 23.594 24.500 22.012  0.47
H80 23.685 23.135 19.385  -0.45
H81 25.659 22.838 20.912  0.46
H82 25.749 24.556 20.968  0.45
H83 27.297 23.544 19.363  0.40
H84 26.105 24.554 18.456  0.31
H85 26.346 21.497 16.597  0.11
H86 27.606 22.611 17.119  0.33
H87 26.178 23.350 16.402  0.08
C33 21.509 26.302 9.982  -1.11
O13 21.374 24.981 10.550  -0.11
C34 20.063 24.560 10.856  0.34
C35 19.932 23.103 10.526  -0.98
N6 20.897 22.374 11.344  0.43
C36 20.879 20.886 11.198  -1.40
C37 21.912 20.218 12.028  0.97
O14 23.124 20.885 11.808  -0.19
C38 24.149 20.487 12.672  -0.49
H88 20.863 27.042 10.463  0.39
H89 21.264 26.236 8.903  0.32
H90 22.516 26.765 10.060  0.27
H91 19.341 25.201 10.319  0.64
H92 19.915 24.660 11.932  -0.61
H93 20.137 22.991 9.407  0.30
H94 18.879 22.816 10.730  0.39
H95 21.841 22.676 11.058  -0.28
H96 21.115 20.719 10.133  0.56
H97 19.896 20.407 11.404  0.23
H98 21.949 19.144 11.789  0.53
H99 21.739 20.191 13.103  -0.89
H100 24.546 19.474 12.422  0.30
H101 23.754 20.446 13.705  0.01
H102 24.894 21.284 12.620  0.26
C39 22.993 28.243 13.707  -0.13
O15 24.094 29.147 13.700  -0.50
C40 24.507 29.488 14.989  -0.96
C41 25.335 28.383 15.706  -0.07
N7 26.737 28.685 15.590  -0.25
C42 27.366 28.430 14.357  -0.56
C43 28.677 29.164 14.259  -0.38
O16 29.344 28.754 13.057  -0.34
C44 30.443 29.642 12.712  -0.80
H103 23.278 27.271 14.178  -0.11
H104 22.587 28.159 12.703  0.24
H105 22.231 28.696 14.380  0.26
H106 23.633 29.830 15.567  0.35
H107 25.142 30.376 14.840  0.47
H108 25.012 27.379 15.332  0.05
H109 24.973 28.466 16.733  0.36
H110 27.291 28.332 16.385  0.34
H111 26.859 28.819 13.482  0.22
H112 27.509 27.331 14.109  0.20
H113 29.302 28.898 15.127  0.29
H114 28.580 30.252 14.217  0.35
H115 31.118 28.984 12.213  0.28
H116 30.983 30.070 13.536  0.35
H117 30.167 30.387 11.956  0.27
C45 23.034 23.942 13.938  -0.44
O17 22.133 23.824 15.081  1.31
C46 22.456 22.656 15.861  -0.91
C47 21.682 22.641 17.178  1.80
N8 20.236 22.618 17.008  1.66
C48 19.614 22.760 18.304  0.21
C49 18.154 22.996 18.305  0.04
O18 17.443 21.730 18.018  2.06
C50 16.015 21.922 18.050  -0.47
H118 22.903 23.120 13.237  -0.49
H119 24.087 23.886 14.297  0.16
H120 22.898 24.959 13.551  -0.04
H121 23.538 22.642 16.077  0.26
H122 22.319 21.710 15.288  -0.58
H123 22.057 23.459 17.829  -0.89
H124 21.969 21.702 17.639  -0.75
H125 19.940 23.349 16.344  -0.72
H126 20.035 23.668 18.832  -0.74
H127 19.832 21.901 18.944  -0.77
H128 17.810 23.719 17.580  -0.06
H129 17.899 23.259 19.325  0.24
H130 15.554 20.999 17.701  0.22
H131 15.711 22.653 17.269  -0.80
H132 15.684 22.225 19.019  -0.10
C51 24.550 19.363 17.673  0.41
O19 25.325 18.202 17.961  -0.33
C52 26.708 18.277 17.648  -0.23
C53 27.347 16.936 18.078  -0.91
N9 26.961 15.861 17.201  -0.15
C54 27.722 14.661 17.367  -0.59
C55 27.377 13.618 16.373  -0.66
O20 26.079 13.057 16.629  -0.30
C56 25.706 12.186 15.622  -0.79
H133 24.493 19.693 16.615  -0.06
H134 24.984 20.246 18.223  0.04
H135 23.549 19.161 18.095  -0.12
H136 27.198 19.054 18.281  0.22
H137 26.826 18.507 16.573  0.32
H138 27.149 16.847 19.171  0.27
H139 28.450 16.981 18.010  0.42
H140 25.975 15.665 17.213  0.19
H141 27.594 14.182 18.355  0.29
H142 28.787 14.822 17.199  0.40
H143 28.121 12.785 16.331  0.40
H144 27.404 14.040 15.353  0.36
H145 26.301 11.306 15.470  0.31
H146 25.574 12.736 14.687  0.33
H147 24.699 11.879 15.919  0.26
C57 19.854 26.668 14.832  -0.55
O21 18.450 26.464 15.046  -0.52
C58 18.097 25.275 14.408  0.54
C59 16.614 25.007 14.645  -1.57
N10 16.225 25.018 16.054  1.50
C60 14.805 25.154 16.325  0.49
C61 14.373 26.644 16.207  -1.16
O22 15.020 27.320 17.293  -0.18
C62 15.175 28.701 17.053  -1.03
H148 20.194 27.605 15.261  0.35
H149 20.072 26.753 13.729  0.21
H150 20.485 25.913 15.229  0.15
H151 18.691 24.462 14.798  -0.64
H152 18.265 25.406 13.355  0.54
H153 16.339 24.073 14.153  0.37
H154 16.066 25.805 14.080  0.48
H155 16.664 25.809 16.504  -0.47
H156 14.606 24.748 17.324  -1.09
H157 14.129 24.566 15.677  0.54
H158 13.299 26.891 16.242  0.45
H159 14.762 27.024 15.259  0.53
H160 15.895 29.073 17.817  0.21
H161 14.284 29.294 17.168  0.28
H162 15.604 28.895 16.074  0.38
C63 14.493 11.329 21.845  -0.74
O23 14.989 12.212 20.915  -0.29
C64 14.823 13.628 21.167  -0.64
C65 15.305 14.305 19.905  -0.29
N11 16.797 14.293 19.941  -0.31
C66 17.473 14.871 18.793  -1.12
C67 17.602 16.366 18.914  0.38
O24 16.530 16.952 18.292  -0.32
C68 16.303 18.281 18.659  0.10
H163 14.354 10.354 21.371  0.23
H164 13.512 11.675 22.176  0.31
H165 15.121 11.274 22.741  0.28
H166 15.396 14.008 22.045  0.29
H167 13.744 13.883 21.294  0.42
H168 15.032 15.383 19.842  0.19
H169 14.970 13.719 19.040  0.27
H170 17.104 13.335 20.124  0.29
H171 17.033 14.640 17.808  0.31
H172 18.472 14.366 18.720  0.47
H173 18.503 16.811 18.413  -0.25
H174 17.639 16.606 19.970  0.31
H175 16.755 18.586 19.597  0.23
H176 15.218 18.469 18.700  0.03
H177 16.689 18.902 17.851  -0.30

=====

| no. | M (g/mol) |
| --- | --- |
| 1 | 89.03 |
| 2 | 1533.22 |